C6H18N4O4SbSe5W as an isolated structure, computed with the ωB97M-V functional and the def2-TZVPD basis.

```
39
Properties=species:S:1:pos:R:3
W 0.1543 1.9181 -1.0251
N -1.9413 1.3485 -0.1508
C -2.4617 0.0062 0.2105
C -1.6709 -0.6681 1.3222
N -0.3464 -1.1078 0.9273
C 0.5838 -1.1172 2.0596
C 2.0650 -1.0825 1.6605
N 2.6165 0.2597 1.7532
C -0.3456 -2.4363 0.3308
C -1.2087 -2.6766 -0.8982
N -0.9908 -1.6990 -1.9488
H -2.0621 1.9829 0.6361
H -2.5428 1.7191 -0.8831
H -2.4507 -0.5864 -0.7008
H -3.4935 0.1184 0.5569
H -2.2785 -1.5080 1.7079
H -1.5640 0.0415 2.1449
H 0.3820 -2.0033 2.6923
H 0.3974 -0.2298 2.6661
H 2.1732 -1.4134 0.6274
H 2.6100 -1.8045 2.2841
H 3.2850 0.4599 1.0181
H 3.0323 0.4474 2.6547
H -0.6574 -3.1871 1.0849
H 0.6867 -2.6751 0.0645
H -2.2700 -2.6719 -0.6188
H -0.9821 -3.7093 -1.1997
H -1.2596 -2.0442 -2.8592
H -0.0367 -1.3608 -1.9792
Se 1.2790 6.2593 -1.7298
Sb -0.2761 4.6601 -0.9876
Se 0.4621 2.6971 1.2033
Se -1.1408 2.2867 -2.9535
Se -2.4609 5.1667 -0.2027
O 3.9193 0.6505 -0.9706
Se 2.6824 0.8847 -1.9607
O 2.8881 0.4214 -3.4717
O 1.9878 2.4335 -1.7954
O 1.2360 0.2196 -1.2695
```

The value obtained for the molecular weight is 910.63 g mol⁻¹. Its orbital gap (spin up / spin down) is 0.2348 / 0.2203 Eh. Its electronic energy is -355760.8442 eV. Its total charge is -1.

One molecule with the formula C18H22ClNO5, computed with the ωB97M-V functional and the def2-TZVPD basis.

```
47
Properties=species:S:1:pos:R:3
C 5.4290 2.8237 1.5995
C 4.7406 1.6559 2.2901
H 4.3065 1.9605 3.2448
H 5.4497 0.8369 2.4452
O 3.6381 1.1705 1.5186
C 3.9185 0.3159 0.5305
O 5.0301 -0.0765 0.2878
C 2.7014 -0.1058 -0.2758
C 1.4766 -0.4879 0.5645
H 1.7739 -1.1374 1.3896
H 0.7976 -1.0477 -0.0822
C 0.7329 0.7296 1.1224
N 0.4275 1.6678 0.0687
C -0.7826 2.0422 -0.3886
O -0.9284 2.9094 -1.2259
C -2.0237 1.4014 0.2488
H -2.1671 1.7839 1.2624
H -2.8714 1.6996 -0.3762
O -2.0070 -0.0191 0.3758
C -1.7183 -0.7292 -0.7212
O -1.3771 -0.2558 -1.7687
C -1.9207 -2.2107 -0.4556
C -3.3786 -2.4926 -0.7129
C -4.3085 -2.3834 0.3132
C -5.6523 -2.6068 0.0755
C -6.0701 -2.9353 -1.2043
C -5.1581 -3.0362 -2.2429
C -3.8170 -2.8109 -1.9920
H -3.1044 -2.8791 -2.7998
H -5.4955 -3.2863 -3.2362
Cl -7.7474 -3.2203 -1.5079
H -6.3720 -2.5263 0.8748
H -3.9800 -2.1208 1.3077
H -1.2930 -2.7808 -1.1397
H -1.6635 -2.4323 0.5793
C 1.6158 2.1586 -0.6012
C 2.3276 0.9947 -1.2839
H 3.2218 1.3508 -1.7971
H 1.6515 0.5665 -2.0265
H 1.2999 2.8993 -1.3371
H 2.2671 2.6327 0.1387
H -0.1749 0.4051 1.6286
H 1.3720 1.2407 1.8502
H 3.0315 -0.9865 -0.8372
H 6.2277 3.1999 2.2319
H 5.8546 2.4960 0.6542
H 4.7196 3.6261 1.4100
```

The value obtained for the molecular weight is 367.83 g mol⁻¹. Its orbital gap is 0.3577 Eh. Its electronic energy is -43274.4418 eV. Its SMILES is CCOC(=O)C1CCN(C(=O)COC(=O)Cc2ccc(Cl)cc2)CC1.

One molecule with the formula C20H26N2O4 at a distorted geometry, computed with the ωB97M-V functional and the def2-TZVPD basis.

```
52
Properties=species:S:1:pos:R:3
C -2.7004 2.8454 -3.2253
C -2.9597 2.8847 -1.7370
O -4.0880 2.9171 -1.2945
C -1.7793 2.8835 -0.8450
C -0.4618 2.7714 -1.2953
C 0.5823 2.7614 -0.4006
C 0.3572 2.8742 0.9774
C -0.9550 3.0065 1.4313
C -1.9962 3.0038 0.5278
H -3.0145 3.1007 0.8739
H -1.1782 3.1179 2.4814
O 1.4782 2.8745 1.7347
C 1.4501 2.7441 3.1462
C 1.6175 1.2790 3.5624
H 1.9488 1.2436 4.6002
H 2.4134 0.8560 2.9460
C 0.3347 0.4505 3.3988
C 0.6446 -0.9813 2.9824
O 0.4941 -1.9432 3.7032
N 1.1452 -1.0553 1.7270
H 1.0805 -0.2474 1.1230
C 1.2927 -2.2988 1.0154
H 2.2996 -2.3702 0.5955
H 1.1472 -3.1131 1.7277
C 0.2342 -2.3774 -0.1020
C 0.4294 -3.5929 -0.9557
C -0.4801 -4.3902 -1.5890
C 0.2673 -5.3582 -2.3034
C 1.5729 -5.0755 -2.0546
O 1.6824 -4.0086 -1.2452
H 2.4831 -5.5393 -2.3788
H -0.1184 -6.1496 -2.9124
H -1.5468 -4.3054 -1.5439
N 0.2319 -1.1141 -0.8514
C -1.0344 -0.8517 -1.5014
H -0.9945 0.1438 -1.9408
H -1.8330 -0.8654 -0.7613
H -1.2697 -1.5781 -2.2928
C 1.3319 -0.9789 -1.7869
H 1.2198 -1.6161 -2.6758
H 2.2688 -1.2304 -1.2968
H 1.3780 0.0605 -2.1125
H -0.7503 -2.4509 0.3730
H -0.2267 0.4277 4.3327
H -0.2991 0.8813 2.6223
H 2.3140 3.3199 3.4924
H 0.5484 3.1805 3.5826
H 1.6034 2.6729 -0.7377
H -0.2445 2.6896 -2.3490
H -3.6491 2.9007 -3.7528
H -2.1989 1.9179 -3.4939
H -2.0728 3.6826 -3.5217
```

The value obtained for the molecular weight is 358.44 g mol⁻¹. Its orbital gap is 0.3304 Eh. Its electronic energy is -32331.6618 eV. Its SMILES is CC(=O)c1ccc(OCCCC(=O)NC[C@H](c2ccco2)N(C)C)cc1.

H28O14 as an isolated structure at a distorted geometry, computed with the ωB97M-V functional and the def2-TZVPD basis.

```
42
Properties=species:S:1:pos:R:3
H -0.3215 0.2526 -0.3556
H 0.9153 0.7244 0.4980
H -2.2901 1.9462 -2.1661
H -2.5843 0.5954 -2.3109
H -1.3969 2.7899 1.8706
H -0.8653 4.1113 2.3952
H 0.6553 -1.5809 -2.0551
H -0.3204 -2.4975 -1.5303
H 0.8734 4.5584 0.6831
H 1.0893 3.6081 1.8737
H 3.6674 -2.6371 -0.6912
H 3.0744 -1.3062 -1.0605
H -0.1130 -1.7216 1.7327
H 1.2474 -1.4076 1.4981
H 2.5468 3.5913 0.6598
H 1.7975 3.1117 -0.7180
H 3.5661 -2.8267 1.4682
H 2.4073 -3.8093 1.3520
H -2.3710 0.0939 3.3768
H -1.2457 -0.8517 3.2336
H -0.4262 -4.6725 1.6593
H 0.5881 -3.5853 1.3509
H -3.4554 -1.5236 -2.1239
H -2.4230 -1.1292 -3.1452
H 0.7166 2.8048 -2.7755
H -0.1395 1.9836 -3.5356
H -2.4154 -2.2223 0.2064
H -3.2287 -1.0412 -0.2512
O 0.5487 -0.0408 -0.0244
O -2.6560 1.3429 -2.7919
O -0.6062 3.1904 2.1831
O 0.4525 -1.9894 -1.2496
O 0.5119 4.3183 1.5394
O 3.0638 -1.8961 -0.3691
O 0.3704 -1.2490 1.1021
O 2.2180 3.8620 -0.2768
O 2.8118 -3.0297 0.9029
O -1.4045 0.0328 3.1736
O -0.1139 -3.8218 1.9845
O -2.7010 -1.8245 -2.6138
O -0.0599 2.9456 -3.2732
O -2.3790 -1.5105 -0.4292
```

The value obtained for the molecular weight is 252.21 g mol⁻¹. Its orbital gap is 0.2526 Eh. Its electronic energy is -29104.9502 eV.

One molecule with the formula C19H19ClN2O3 at a distorted geometry, computed with the ωB97M-V functional and the def2-TZVPD basis.

```
44
Properties=species:S:1:pos:R:3
O -3.0611 -2.3334 1.3615
C -2.9107 -1.2199 0.8938
N -1.7642 -0.5162 1.0325
C -1.4570 0.7122 0.3328
H -2.1168 0.8004 -0.5323
C 0.0099 0.6922 -0.1328
N 0.3387 -0.6610 -0.5208
C 0.4137 -1.5471 0.6303
C -0.6280 -1.1314 1.6781
H -0.9858 -2.0019 2.2289
H -0.2004 -0.4124 2.3839
H 1.4107 -1.5389 1.1001
H 0.2053 -2.5605 0.2746
C 1.4559 -0.8007 -1.4400
C 2.7956 -0.4015 -0.8650
C 3.6164 -1.3534 -0.2767
C 4.8263 -1.0200 0.3290
C 5.1811 0.3059 0.3243
C 4.3674 1.2715 -0.2704
C 3.1766 0.9451 -0.8682
H 2.5683 1.7032 -1.3328
O 4.9571 2.5020 -0.1449
C 6.1704 2.2810 0.5415
O 6.2999 0.9074 0.8372
H 6.1753 2.8621 1.4777
H 7.0147 2.6039 -0.0888
H 5.4584 -1.7661 0.7800
H 3.3193 -2.3912 -0.2991
H 1.4839 -1.8498 -1.7465
H 1.2299 -0.1909 -2.3187
H 0.6719 1.0776 0.6607
H 0.1103 1.3465 -0.9999
H -1.6224 1.5778 0.9875
C -4.0281 -0.5306 0.1692
C -4.5898 -1.1380 -0.9473
C -5.6667 -0.5511 -1.5880
C -6.2044 0.6334 -1.1146
C -5.6516 1.2220 0.0118
C -4.5680 0.6528 0.6584
H -4.1593 1.1176 1.5421
Cl -6.3217 2.6962 0.6205
H -7.0469 1.0939 -1.6060
H -6.0974 -1.0202 -2.4596
H -4.1766 -2.0688 -1.3039
```

The value obtained for the molecular weight is 358.82 g mol⁻¹. Its orbital gap is 0.3270 Eh. Its electronic energy is -41656.1544 eV. Its SMILES is O=C(c1cccc(Cl)c1)N1CCN(Cc2ccc3c(c2)OCO3)CC1.

A 2-piece molecular cluster, CF3NOS overall at a distorted geometry, computed with the ωB97M-V functional and the def2-TZVPD basis.

```
7
Properties=species:S:1:pos:R:3
C -0.8241 -1.0127 -1.7387
N -0.8526 -0.5501 -0.6952
O -0.0855 1.9432 1.0082
F -0.4949 -1.4050 -2.8869
F 0.9261 0.5733 2.7022
F 1.3051 -0.1161 0.3093
S 0.0259 0.5674 1.3011
```

The value obtained for the molecular weight is 131.08 g mol⁻¹. Its orbital gap is 0.4295 Eh. Its electronic energy is -23559.8239 eV.